DFT (the ωB97M-V functional and the def2-TZVPD basis) results for 5 unconnected molecules or ions with the total composition C29H41Cl10F5N3O2P.

XYZ file:
```
91
Properties=species:S:1:pos:R:3:forces:R:3:mulliken_charge:R:1
C -4.02876 -1.61013 -3.05682 0.9 0.4 -0.4 -0.9809
C -2.76726 -0.99856 -3.82161 -0.2 -0.1 1.4 0.0842
C -1.43421 -1.41626 -3.07589 0.0 0.7 -1.9 0.1897
C -0.20444 -1.12518 -4.06953 -0.1 -0.6 1.7 -0.5843
C 1.03640 -1.92983 -3.45117 -0.2 2.2 -0.7 -0.6777
C 1.78993 -0.93968 -2.46914 0.2 -0.6 0.6 -0.5204
C 2.11037 -1.59602 -1.03785 0.3 0.5 -0.9 -1.3901
C 0.96624 -1.37032 -0.01411 -1.6 0.9 1.9 0.2564
C 0.04988 -2.47991 0.48346 -0.9 1.5 1.7 2.1133
P 0.46219 -4.17674 -0.21120 0.2 0.4 -1.3 0.0533
O -0.94694 -5.11123 -0.32549 0.8 1.0 0.6 -0.5618
Cl 1.76865 -5.05478 1.22095 -1.0 0.3 -0.3 -0.2761
C -1.04296 -2.20182 1.41950 0.9 0.2 -1.1 -0.8967
C -1.99946 -3.36426 1.88358 0.3 0.0 0.5 -1.2955
C -1.23982 -4.46554 2.75463 -0.9 0.4 0.4 -0.7326
C -0.31703 -3.83574 3.86960 -0.6 -0.6 -0.2 -0.1932
N 0.43208 -4.92359 4.57851 -0.2 0.8 -0.4 -0.6596
C -1.29532 -0.80385 1.92282 0.9 -1.7 -1.2 0.3336
N -2.37839 -0.63305 2.77235 1.6 3.2 -0.6 -0.5097
C -2.49048 0.66740 3.12087 0.2 -0.2 -0.1 -0.6941
C -1.57817 1.75956 2.70268 0.0 -0.1 -0.5 0.4464
C -1.85152 3.19859 3.25553 0.0 -0.8 0.5 -0.3085
C -2.66581 4.09928 2.27934 0.4 -0.8 0.2 0.7590
O -3.46456 3.66460 1.52140 0.3 0.5 0.3 -0.4220
Cl -2.36895 5.90137 2.39057 0.0 -1.0 0.1 -0.2068
N -0.52759 1.58323 1.87589 -2.2 -1.5 1.4 -0.2524
C -0.39547 0.26168 1.47842 0.8 -1.0 -1.0 0.2112
C 0.72076 -0.03857 0.52275 0.2 -1.2 -0.6 0.6219
C 1.64171 1.17293 0.11260 -0.2 0.2 1.5 -1.6427
C 2.65497 1.52425 1.30399 -0.2 -1.0 0.1 0.0357
C 3.84902 0.49145 1.21599 -0.2 1.0 -0.1 -0.8952
C 5.13728 0.91749 1.99574 -0.5 -2.0 -0.8 0.7348
F 5.84729 -0.26817 2.25828 -0.4 1.5 0.0 -0.3284
F 4.90408 1.52118 3.21031 0.4 -0.2 -1.5 -0.2709
C 6.06833 1.75561 1.03637 1.1 -0.1 -0.1 0.5827
F 7.18246 2.15909 1.72808 -1.6 0.1 -0.9 -0.2541
F 6.53953 1.01192 -0.02442 -0.9 0.7 1.5 -0.2509
F 5.37906 2.79920 0.48053 1.1 -0.8 1.0 -0.2258
H -4.78049 -0.80206 -2.84778 0.5 -1.0 -0.2 0.3138
H -3.64346 -2.02436 -2.08501 -0.7 0.3 -0.8 0.1193
H -4.45210 -2.43794 -3.68260 0.1 0.7 0.8 0.2671
H -2.74269 -1.30995 -4.89402 0.0 0.2 1.0 0.2218
H -2.82682 0.12352 -3.78361 0.0 -1.1 -0.2 0.0171
H -1.43201 -2.51897 -2.82796 -0.1 1.1 -0.2 -0.0131
H -1.33018 -0.80459 -2.13444 0.0 -0.8 -0.8 -0.0385
H -0.01683 -0.00493 -4.07844 0.0 -1.6 -0.1 -0.1556
H -0.44282 -1.42603 -5.12067 0.1 0.0 0.9 0.4755
H 1.71863 -2.14791 -4.31043 -0.4 -0.4 1.0 0.4167
H 0.68496 -2.82860 -2.88917 0.4 0.5 -0.8 0.2453
H 1.17958 -0.00922 -2.29366 0.7 -0.9 -0.3 0.2630
H 2.78521 -0.66322 -2.91536 -1.0 0.0 0.4 0.3763
H 2.34648 -2.66982 -1.24712 -0.4 0.8 0.5 0.6290
H 3.08404 -1.12986 -0.71582 -1.2 -0.6 0.1 -0.1542
H -1.34242 -4.82509 -1.17474 0.3 -0.3 0.4 0.3715
H -2.51780 -3.83608 1.00134 0.8 0.4 0.9 0.2579
H -2.82380 -2.98709 2.54331 0.9 0.1 -0.7 0.3993
H -0.73781 -5.24700 2.13473 -0.2 0.9 0.5 0.3352
H -2.06402 -5.00204 3.31529 0.9 0.4 -0.6 0.3967
H 0.40739 -3.07505 3.48060 -0.7 -0.6 0.1 0.1295
H -1.02154 -3.32017 4.58940 0.9 -0.4 -0.6 0.2596
H 1.40865 -4.62882 4.61760 -0.3 -0.5 0.0 0.2763
H 0.37284 -5.79431 4.04542 0.2 0.5 0.2 0.2734
H -3.34928 0.94144 3.78769 0.9 -0.3 -0.7 0.4108
H -0.88997 3.64669 3.61457 -0.9 -0.2 -0.5 0.2916
H -2.50603 3.05464 4.17283 0.9 0.3 -1.4 -0.1899
H 2.27298 0.95490 -0.78003 -0.9 0.3 0.6 0.6612
H 0.98688 2.07932 -0.02751 0.7 -1.0 -0.2 0.5354
H 2.15103 1.34778 2.29608 0.4 0.5 -1.0 0.1621
H 3.00868 2.59019 1.25011 -0.4 -1.1 0.0 0.3658
H 4.14458 0.43988 0.12771 -0.1 -0.2 1.2 0.3631
H 3.50179 -0.52188 1.55212 0.5 1.0 -0.2 0.2242
C 3.37743 4.57122 4.09046 0.2 0.0 -0.1 -0.2082
Cl 3.27919 5.99966 5.12651 0.1 0.0 0.0 -0.1754
Cl 2.01464 3.47979 4.36790 0.0 -0.1 0.0 -0.1111
H 3.36764 4.88876 3.05104 -0.1 0.0 0.1 0.2395
H 4.30119 4.04131 4.30677 -0.1 0.0 0.1 0.2464
C -2.38071 2.24833 -6.13171 -0.2 0.1 -0.1 -0.3216
Cl -2.86609 0.67414 -6.76597 -0.1 0.1 -0.1 -0.0923
Cl -1.21201 2.06807 -4.81982 0.0 0.5 0.0 -0.1202
H -1.93316 2.82696 -6.93579 0.1 -0.1 0.1 0.2672
H -3.25641 2.76536 -5.74844 0.1 -0.1 0.0 0.3119
C -1.92719 0.88563 -10.87159 0.1 0.0 -0.1 -0.2695
Cl -2.32218 2.21976 -9.77958 0.0 0.2 -0.2 -0.1305
Cl -2.23075 -0.68192 -10.11478 0.0 0.0 -0.1 -0.1426
H -2.54091 0.96972 -11.76417 0.0 0.0 0.2 0.2795
H -0.87588 0.94962 -11.13826 -0.1 0.0 0.1 0.2646
C -2.23861 4.27838 7.38116 0.1 0.1 0.2 -0.2417
Cl -3.16824 4.29707 5.87538 -0.3 0.5 0.6 -0.1010
Cl -2.05016 2.63397 7.99785 0.0 0.0 0.0 -0.1504
H -1.25456 4.69890 7.19161 -0.1 -0.1 -0.1 0.2404
H -2.75997 4.87629 8.12355 -0.1 -0.1 -0.1 0.3156
```
Positions in Å, forces in eV/Å.

## Properties
Calculated total energy in eV: -187402.846
Frontier orbital gap in Ha: 0.2820
LUMO level in Eh: -0.0354
Spin multiplicity: 1
SMILES string: CCCCCCCc1c(P(O)Cl)c(CCCN)c2ncc(CC(=O)Cl)nc2c1CCCC(F)(F)C(F)(F)F.ClCCl.ClCCl.ClCCl.ClCCl